3 unconnected molecules or ions with the total composition C37H63BrFNO9P2S at a distorted geometry. Source: the Open Molecules 2025 dataset; level of theory: ωB97M-V/def2-TZVPD.

Results
Maximum force = 0.12406 Eh/bohr
Lowest unoccupied orbital energy = 0.4 eV
DFT total energy = -5934.43024 Eh
SMILES string = CC[C@@H](F)c1cc(Br)c(CCCCCCCCCOC)c2c1Sc1ccccc1N2.CCOP(=O)(OCC)OCC.CCOP(=O)(OCC)OCC

Each line ends with the Mulliken charge.
Geometry (Å):
1 C 0.992 -1.901 1.690  -1.24
2 C 0.936 -2.305 0.209  -0.29
3 C 1.845 -1.462 -0.685  -0.39
4 F 3.134 -1.982 -0.719  -0.38
5 C 1.264 -1.406 -2.086  -0.18
6 C 1.592 -2.358 -3.036  -1.11
7 C 1.055 -2.241 -4.307  0.79
8 Br 1.566 -3.631 -5.528  -0.20
9 C 0.197 -1.219 -4.694  0.14
10 C -0.390 -1.046 -6.082  -1.48
11 C 0.601 -1.068 -7.282  -0.85
12 C 1.989 -0.482 -7.015  -0.40
13 C 2.961 -0.951 -8.166  -0.80
14 C 4.186 -1.686 -7.597  -0.56
15 C 4.790 -2.728 -8.553  -1.11
16 C 3.815 -3.874 -8.924  0.29
17 C 4.288 -5.274 -8.480  -0.91
18 C 3.184 -6.130 -7.841  -0.43
19 O 3.534 -6.374 -6.488  -0.35
20 C 2.602 -7.235 -5.872  -0.75
21 C -0.167 -0.276 -3.714  -0.58
22 C 0.384 -0.394 -2.435  1.21
23 S -0.131 0.838 -1.244  -0.25
24 C -1.842 0.985 -1.695  0.69
25 C -2.827 1.146 -0.739  0.09
26 C -4.152 1.252 -1.143  -0.17
27 C -4.457 1.198 -2.502  -0.88
28 C -3.449 1.037 -3.445  -0.44
29 C -2.122 0.929 -3.058  -0.32
30 N -1.065 0.800 -4.022  -0.12
31 H 2.027 -1.763 2.006  0.34
32 H 0.489 -2.664 2.285  0.44
33 H 0.474 -0.944 1.788  0.16
34 H -0.082 -2.125 -0.147  0.36
35 H 1.189 -3.352 0.022  0.40
36 H 1.943 -0.437 -0.320  0.30
37 H 2.254 -3.166 -2.755  0.53
38 H -1.074 -1.895 -6.225  0.33
39 H -1.021 -0.165 -6.124  0.35
40 H 0.648 -2.078 -7.684  0.41
41 H 0.151 -0.459 -8.074  0.44
42 H 2.445 -0.827 -6.088  0.35
43 H 2.004 0.609 -7.063  0.36
44 H 2.416 -1.622 -8.835  0.45
45 H 3.271 -0.072 -8.734  0.40
46 H 4.963 -0.929 -7.435  0.35
47 H 3.987 -2.175 -6.642  0.26
48 H 5.209 -2.230 -9.432  0.43
49 H 5.647 -3.175 -8.037  0.43
50 H 2.847 -3.682 -8.451  -0.38
51 H 3.659 -3.825 -10.004  0.36
52 H 4.619 -5.826 -9.367  0.27
53 H 5.166 -5.214 -7.835  0.41
54 H 2.228 -5.594 -7.924  0.29
55 H 3.087 -7.110 -8.329  0.46
56 H 2.649 -8.209 -6.378  0.33
57 H 1.581 -6.834 -5.879  0.28
58 H 2.889 -7.377 -4.829  0.24
59 H -2.573 1.210 0.312  0.05
60 H -4.970 1.396 -0.447  0.38
61 H -5.494 1.311 -2.792  0.38
62 H -3.721 1.026 -4.495  0.45
63 H -0.527 1.665 -3.951  0.38
64 C -2.481 1.903 5.998  -0.76
65 C -3.776 1.712 6.767  -0.67
66 O -4.924 2.030 5.982  -0.33
67 P -5.699 0.887 5.102  1.17
68 O -5.783 -0.308 5.978  -0.80
69 O -7.224 1.449 5.124  -0.35
70 C -8.292 0.646 5.625  -0.29
71 C -8.533 0.901 7.100  -1.02
72 O -5.502 1.612 3.662  -0.41
73 C -4.263 1.544 2.958  -0.28
74 C -3.702 0.140 2.846  -1.01
75 H -2.405 1.186 5.176  0.13
76 H -1.618 1.756 6.649  0.47
77 H -2.424 2.906 5.574  0.30
78 H -3.837 0.695 7.160  0.34
79 H -3.787 2.391 7.620  0.38
80 H -8.105 -0.409 5.431  0.34
81 H -9.184 0.917 5.057  0.34
82 H -7.602 0.927 7.666  0.28
83 H -9.178 0.131 7.526  0.34
84 H -9.012 1.871 7.246  0.28
85 H -3.547 2.231 3.417  0.16
86 H -4.452 1.935 1.957  0.34
87 H -3.666 -0.370 3.814  0.48
88 H -2.692 0.170 2.436  0.17
89 H -4.318 -0.468 2.182  0.38
90 C 3.457 6.169 7.320  -1.02
91 C 2.729 5.877 6.022  -0.23
92 O 3.070 4.600 5.487  -0.37
93 P 2.201 3.264 5.859  1.12
94 O 0.777 3.678 5.787  -0.71
95 O 2.381 2.385 4.502  -0.44
96 C 1.243 1.951 3.762  0.24
97 C 0.879 2.939 2.671  -0.92
98 O 3.426 2.423 6.510  -0.39
99 C 3.894 2.671 7.837  -0.13
100 C 2.788 2.730 8.871  -1.14
101 H 3.131 5.492 8.113  0.21
102 H 3.260 7.189 7.652  0.41
103 H 4.534 6.047 7.197  0.25
104 H 1.651 5.971 6.162  0.25
105 H 3.024 6.615 5.274  0.35
106 H 0.399 1.766 4.427  0.02
107 H 1.504 0.990 3.313  0.13
108 H 0.895 3.970 3.025  0.32
109 H -0.114 2.724 2.270  0.18
110 H 1.599 2.886 1.852  0.27
111 H 4.505 3.577 7.845  0.21
112 H 4.570 1.851 8.083  0.31
113 H 1.983 3.411 8.573  0.37
114 H 3.183 3.065 9.830  0.36
115 H 2.344 1.744 9.015  0.34

Cartesian forces (eV/Å) of the 6 atoms listed first:
C 0.1 -0.1 -0.7
C 0.1 0.6 0.1
C -0.6 0.1 -0.3
F 0.0 -0.2 0.0
C 0.5 0.0 0.1
C -0.2 0.4 0.2

8 unconnected molecules or ions with the total composition C37H63F8N15O10 at a distorted geometry. Source: the Open Molecules 2025 dataset; level of theory: ωB97M-V/def2-TZVPD.

Results
Maximum force = 0.06511 Eh/bohr
Lowest unoccupied orbital energy = -0.2 eV
DFT total energy = -3820.35448 Eh
SMILES string = C#CC[C@@](CCO)(CO[C@@H](CCC(F)(F)F)C(F)(F)c1cccc(C(F)(F)F)c1)O[C@H](CCN)Cc1cccc(C)c1.NC(N)=O.NC(N)=O.NC(N)=O.NC(N)=O.NC(N)=O.NC(N)=O.NC(N)=O

Each line ends with the Mulliken charge.
Geometry (Å):
1 C -5.053 -1.790 -1.711  -0.23
2 C -4.073 -1.175 -1.301  -1.14
3 C -2.821 -0.642 -0.541  0.77
4 C -1.978 -1.751 0.236  0.52
5 C -2.887 -2.941 0.829  -1.03
6 C -3.661 -2.506 2.138  -0.82
7 O -4.425 -1.293 1.991  -0.29
8 C -1.009 -2.487 -0.836  -0.39
9 O -1.750 -3.152 -1.885  -0.18
10 C -1.088 -3.076 -3.150  -0.52
11 C -1.592 -4.353 -3.980  -0.85
12 C -1.208 -5.717 -3.203  -0.57
13 C -0.859 -6.864 -4.248  0.75
14 F -1.126 -8.131 -3.686  -0.27
15 F 0.482 -6.791 -4.686  -0.25
16 F -1.645 -6.799 -5.416  -0.27
17 C -1.395 -1.755 -3.980  2.12
18 F -2.779 -1.695 -4.301  -0.34
19 F -0.946 -0.569 -3.356  -0.31
20 C -0.641 -1.810 -5.390  -0.40
21 C -1.264 -1.418 -6.692  -0.60
22 C -0.490 -1.540 -7.987  -0.63
23 C 0.920 -2.061 -7.993  -0.61
24 C 1.529 -2.445 -6.680  0.22
25 C 3.004 -3.036 -6.622  0.93
26 F 3.319 -3.497 -7.897  -0.27
27 F 2.957 -4.160 -5.776  -0.22
28 F 3.908 -2.098 -6.125  -0.22
29 C 0.767 -2.320 -5.375  0.08
30 O -1.268 -1.214 1.372  -0.30
31 C -0.418 -0.097 1.050  0.79
32 C 0.968 -0.337 1.859  -0.89
33 C 2.141 0.627 1.397  -0.48
34 N 2.545 1.546 2.516  -0.25
35 C -0.959 1.324 1.537  -1.03
36 C -2.065 1.265 2.657  0.73
37 C -1.859 0.748 4.063  -0.31
38 C -3.035 0.739 5.010  -0.67
39 C -4.415 1.226 4.632  -0.65
40 C -4.616 1.777 3.253  0.78
41 C -5.987 2.324 2.680  -0.94
42 C -3.439 1.778 2.325  -0.65
43 H -6.031 -2.296 -1.938  0.36
44 H -2.155 -0.033 -1.239  0.49
45 H -3.199 0.094 0.237  -0.35
46 H -2.128 -3.732 1.162  0.41
47 H -3.523 -3.440 0.044  0.23
48 H -4.390 -3.349 2.411  0.41
49 H -2.966 -2.420 3.044  0.27
50 H -5.033 -1.291 2.762  0.24
51 H -0.443 -3.295 -0.263  0.18
52 H -0.243 -1.787 -1.280  0.48
53 H 0.026 -3.226 -2.943  0.12
54 H -1.106 -4.436 -4.995  0.46
55 H -2.728 -4.355 -4.088  0.31
56 H -2.072 -6.090 -2.584  0.29
57 H -0.259 -5.531 -2.616  0.24
58 H -2.321 -1.045 -6.750  0.43
59 H -0.945 -1.280 -8.994  0.32
60 H 1.523 -2.187 -8.937  0.40
61 H 1.335 -2.642 -4.454  -0.22
62 H -0.141 0.001 -0.041  0.21
63 H 0.723 -0.084 2.944  0.32
64 H 1.258 -1.438 1.868  0.20
65 H 3.060 -0.031 1.217  0.17
66 H 1.913 1.198 0.447  0.20
67 H 1.731 1.855 3.055  0.02
68 H 3.071 2.341 2.142  0.26
69 H -1.399 1.847 0.620  0.38
70 H -0.129 2.022 1.894  0.40
71 H -0.830 0.390 4.348  0.37
72 H -2.873 0.325 6.055  0.30
73 H -5.297 1.182 5.345  0.30
74 H -6.664 2.768 3.465  0.36
75 H -5.804 3.013 1.793  0.30
76 H -6.529 1.411 2.258  0.07
77 H -3.588 2.201 1.278  0.00
78 N 5.041 2.313 6.992  -0.40
79 C 4.422 2.281 5.782  0.50
80 N 5.042 1.527 4.848  -0.18
81 O 3.381 2.889 5.558  -0.73
82 H 5.893 1.824 7.196  0.16
83 H 4.609 2.865 7.714  0.22
84 H 4.611 1.479 3.937  0.16
85 H 5.896 1.021 5.011  0.18
86 N 3.467 -2.822 -2.134  -0.36
87 C 2.945 -2.637 -0.891  0.66
88 N 3.564 -3.335 0.096  -0.40
89 O 1.995 -1.901 -0.679  -0.48
90 H 4.247 -3.422 -2.330  0.13
91 H 3.036 -2.320 -2.891  0.12
92 H 3.207 -3.224 1.030  0.25
93 H 4.346 -3.945 -0.057  0.15
94 N 0.623 5.983 4.994  -0.30
95 C -0.159 4.872 4.957  0.54
96 N 0.519 3.699 5.070  -0.16
97 O -1.374 4.925 4.830  -0.70
98 H 1.621 5.960 5.096  0.12
99 H 0.159 6.876 4.913  0.25
100 H -0.023 2.851 5.046  0.09
101 H 1.520 3.640 5.175  0.29
102 N 4.996 1.410 -6.581  -0.32
103 C 3.916 1.746 -7.338  0.53
104 N 3.109 0.703 -7.670  -0.26
105 O 3.690 2.890 -7.690  -0.66
106 H 5.199 0.474 -6.282  0.16
107 H 5.618 2.154 -6.315  0.20
108 H 2.299 0.909 -8.229  0.16
109 H 3.279 -0.245 -7.390  0.18
110 N 9.500 1.571 2.918  -0.39
111 C 8.912 0.740 3.816  0.61
112 N 9.650 -0.349 4.153  -0.39
113 O 7.805 0.957 4.285  -0.67
114 H 10.408 1.412 2.521  0.17
115 H 8.983 2.390 2.644  0.22
116 H 9.247 -0.989 4.817  0.21
117 H 10.561 -0.545 3.780  0.17
118 N -9.770 -1.015 2.377  -0.40
119 C -8.812 -0.511 1.554  0.56
120 N -9.227 -0.259 0.284  -0.39
121 O -7.670 -0.300 1.925  -0.62
122 H -10.714 -1.196 2.091  0.16
123 H -9.500 -1.215 3.326  0.22
124 H -8.545 0.115 -0.355  0.23
125 H -10.161 -0.425 -0.042  0.16
126 N 1.079 9.528 1.654  -0.40
127 C 0.491 8.467 2.270  0.63
128 N 0.281 7.388 1.473  -0.33
129 O 0.176 8.482 3.448  -0.65
130 H 1.345 9.535 0.687  0.15
131 H 1.250 10.346 2.214  0.22
132 H -0.153 6.583 1.896  0.19
133 H 0.532 7.353 0.502  0.16

Cartesian forces (eV/Å) of the 6 atoms listed first:
C 0.3 0.7 0.6
C 0.0 -1.0 0.6
C -1.0 0.7 -0.2
C -1.1 -1.7 -1.2
C 1.0 0.5 0.9
C -0.4 -1.0 0.6

What is the lowest unoccupied orbital energy in the first record?
0.4 eV

What is the DFT total energy in the second record?
-3820.35448 Eh

Which of these has the highest lowest unoccupied orbital energy?
C37H63BrFNO9P2S

Among the records above, which one has the lowest lowest unoccupied orbital energy?
C37H63F8N15O10